CH3N3O2S | wB97M-V/def2-TZVPD

The calculated total energy comes out at -752.58307 Ha. For the HOMO energy (alpha / beta), the calculation gives -8.294 / -9.755 eV. The calculation puts the strongest force on any atom at 0.0542 Eh/bohr. As for the spin multiplicity: 1.

```
10
Properties=species:S:1:pos:R:3:forces:R:3:nbo_charge:R:1
C 0.6514 -0.0033 -1.0776 1.895 1.639 1.186 -0.46
N -0.7230 -0.0121 0.7176 -1.422 0.083 1.876 -0.25
N 0.3082 0.5389 1.3908 -1.546 -0.628 1.403 0.18
N -0.6025 -0.3411 -0.5867 0.265 -0.557 2.026 0.24
O 0.0487 0.5105 2.6004 0.837 0.479 -0.936 -0.39
O -1.5739 -0.6201 -1.2516 -2.284 -0.652 -1.459 -0.37
S 2.0100 -0.5975 -0.0829 0.439 -0.614 -0.030 0.14
H 0.7619 -0.2782 -2.0671 0.010 -0.672 -2.006 0.26
H 0.6970 1.0715 -0.9690 0.240 0.660 -0.479 0.22
H -1.5778 -0.2688 1.3261 1.565 0.261 -1.582 0.42
```
Positions in Å, forces in eV/Å.



C25H32FO8SY | wB97M-V/def2-TZVPD

The calculated total energy comes out at -2110.08624 Ha. For the HOMO energy, the calculation gives -7.423 eV. The calculation puts the strongest force on any atom at 0.0759 Eh/bohr. As for the spin multiplicity: 1.

```
68
Properties=species:S:1:pos:R:3:forces:R:3:mulliken_charge:R:1
Y 3.3484 -9.4690 13.1071 -1.484 1.686 2.558 1.19
C 4.8383 -7.4273 11.0402 0.564 -1.365 -2.114 -0.79
C 4.9764 -6.5693 12.1721 0.434 1.381 1.618 -0.48
O 4.7164 -7.3770 13.3116 0.180 0.127 0.081 -0.33
C 4.4910 -6.6618 14.5152 0.038 1.479 -1.012 -0.74
C 3.0507 -6.3388 14.6688 -1.014 0.517 0.159 -0.78
O 2.3113 -7.5258 14.5537 -0.934 0.074 -0.284 0.30
C 0.9370 -7.3180 14.8741 -0.024 -0.628 0.153 -1.00
C 0.3083 -8.7186 14.9955 -1.474 0.207 -0.462 -0.87
O 1.0382 -9.6159 14.2088 0.286 0.449 -0.547 0.54
C 0.5788 -10.9236 14.2532 0.190 -1.705 0.042 -0.64
C 2.6944 -12.3738 15.5433 -2.159 -0.027 0.245 -1.22
O 4.1327 -10.2875 11.7456 1.835 -2.034 -2.777 -0.96
C -0.7109 -10.8286 9.9297 0.209 -0.675 -0.086 -0.36
C -0.3044 -8.8199 11.3760 -1.090 1.394 -0.390 -0.32
O 1.0740 -8.9819 11.2277 0.458 0.236 -0.739 0.12
C 1.5025 -8.2798 10.0141 -0.513 -1.180 0.188 -0.57
C 2.9749 -8.3217 9.8717 -0.426 2.107 -0.315 -1.26
O 3.4876 -7.7413 11.0419 -0.999 0.086 -0.361 -0.10
H 5.4652 -8.3395 11.0636 -0.334 0.157 0.425 0.28
H 5.1582 -6.9133 10.1352 -0.279 0.358 -0.357 0.55
H 4.2319 -5.7365 12.1329 0.656 -0.416 -0.039 0.27
H 6.0018 -6.2068 12.1765 0.159 0.420 0.477 0.39
H 5.0531 -5.7097 14.5399 0.085 -0.490 -0.006 0.40
H 4.7839 -7.3101 15.2697 0.663 -1.069 1.706 0.25
H 2.6811 -5.5810 13.9742 0.077 -0.052 -0.570 0.31
H 2.7882 -5.9232 15.6304 0.592 0.291 0.729 0.51
H 0.4091 -6.7168 14.0944 0.526 -0.231 0.495 0.28
H 0.8893 -6.8303 15.8719 -0.207 -0.014 -0.633 0.47
H -0.7661 -8.7488 14.6264 0.935 0.437 0.506 0.42
H 0.2984 -9.0993 16.0086 0.122 0.109 0.516 0.54
H -0.2104 -11.1550 13.5132 0.199 0.350 0.287 0.41
H 0.2937 -11.2393 15.2580 -0.542 0.467 -0.011 0.40
H 2.4378 -13.4147 15.7193 0.324 -0.149 -0.101 0.68
H 3.7204 -12.2021 15.4961 1.617 0.065 -0.430 0.56
H -2.4566 -12.1390 9.6594 0.049 0.125 -0.113 0.34
H 0.3800 -11.0164 9.9090 -0.681 0.052 0.084 0.41
H -0.5999 -8.8891 12.4239 0.397 0.434 0.233 -0.03
H -0.5846 -7.7752 10.9410 0.223 -1.483 1.063 0.27
H 1.1574 -7.2595 10.1191 -0.140 0.336 -0.174 0.46
H 1.0844 -8.7724 9.1203 -0.274 0.276 0.325 0.36
H 3.2337 -7.7466 8.9489 -0.049 0.038 0.623 0.48
H 3.3359 -9.2747 9.7335 0.914 -2.464 0.027 0.40
O 4.1745 -8.7008 17.0934 0.480 0.761 -0.332 -0.78
C 3.7336 -9.6623 16.4792 0.648 -0.386 -0.430 0.61
O 4.0127 -10.0197 15.2685 -0.148 0.508 0.699 -0.82
C 2.7542 -10.4996 17.2537 -0.502 0.527 0.741 0.06
C 2.3411 -10.0288 18.5142 -1.776 -1.682 -0.396 -1.07
C 1.2153 -10.6117 19.1397 0.449 0.182 -0.423 -0.41
C 0.5423 -11.6843 18.5613 0.722 0.309 -0.625 -0.80
C 1.0554 -12.2089 17.3649 -0.873 0.151 0.524 0.04
C 2.1333 -11.6144 16.7231 0.127 -0.899 -0.287 0.75
S 1.9684 -12.0090 13.8821 0.032 -0.243 -0.284 -0.25
H 2.8206 -9.2324 19.0003 0.692 1.020 0.197 0.58
H 0.8004 -10.2110 20.0606 0.357 0.071 -0.009 0.39
H -0.3447 -12.0410 19.0619 -0.070 -0.362 -0.191 0.41
H 0.5810 -13.0436 16.8439 0.047 0.019 0.415 0.39
F -3.2901 -9.2277 6.9319 0.063 -0.071 0.674 -0.33
C -2.8237 -9.8814 8.0568 -1.029 1.005 -1.400 0.56
C -2.0653 -10.9262 7.8625 1.297 -2.301 0.889 -0.39
C -1.6137 -11.7570 9.0726 0.621 1.767 0.427 -1.09
C -1.1912 -9.8124 10.6657 0.690 -0.706 -2.182 1.21
C -2.5411 -9.3705 10.4516 -1.198 0.325 -0.449 -1.23
C -3.2757 -9.3417 9.2920 1.406 0.187 1.865 -0.62
H -1.7712 -11.2883 6.8828 -0.141 0.390 -0.014 0.41
H -0.9777 -12.5638 8.7748 0.035 -0.650 -0.369 0.39
H -2.9563 -8.8293 11.2838 -0.384 0.305 0.235 0.42
H -4.1397 -8.7176 9.3245 -0.656 0.095 -0.296 0.40
```
Positions in Å, forces in eV/Å.



C3H7N2O | wB97M-V/def2-TZVPD

As for the net charge: +1. The calculated total energy comes out at -302.80431 Ha. For the HOMO energy (alpha / beta), the calculation gives -14.894 / -14.080 eV. The calculation puts the strongest force on any atom at 0.0945 Eh/bohr. As for the spin multiplicity: 1.

```
13
Properties=species:S:1:pos:R:3:forces:R:3:nbo_charge:R:1
C -2.8924 0.1464 -0.4289 -0.027 0.871 -0.591 0.43
C 0.4689 0.1638 0.0877 -0.861 0.269 0.191 0.65
C 1.2612 -0.9888 0.2398 0.624 -3.097 3.693 -0.85
N -2.0619 0.1217 0.5898 2.180 0.332 0.353 -0.57
N 0.5435 1.3827 -0.2175 4.580 -0.478 0.444 -0.68
O -4.0422 0.4533 -0.1445 -0.627 -0.248 -0.099 -0.36
H -2.4740 0.2201 -1.4662 -0.381 -0.540 0.662 0.15
H 1.6560 -1.2666 -0.6712 0.691 -0.471 -2.511 0.30
H 2.1663 -1.1700 0.9324 -1.068 1.612 -0.611 0.32
H 0.6864 -1.9089 0.6084 0.063 1.378 -0.738 0.31
H -2.2966 0.0339 1.5818 -0.644 -0.284 -0.515 0.41
H 1.4816 1.9322 -0.3076 -1.971 -1.148 0.149 0.45
H -0.2772 1.8326 -0.4208 -2.558 1.802 -0.428 0.44
```
Positions in Å, forces in eV/Å.



C3H4ClF3 | wB97M-V/def2-TZVPD

The calculated total energy comes out at -876.44361 Ha. For the HOMO energy, the calculation gives -10.192 eV. The calculation puts the strongest force on any atom at 0.1238 Eh/bohr. As for the spin multiplicity: 1.

```
11
Properties=species:S:1:pos:R:3:forces:R:3:nbo_charge:R:1
C -1.3489 -0.1187 0.0173 0.645 0.399 0.803 -0.72
C 1.4654 -0.2805 -0.3192 -5.959 -0.782 0.094 0.13
C -0.1338 0.5236 0.5089 6.215 -1.319 -0.395 0.76
F 1.2469 -1.6459 -0.1341 0.960 1.024 0.573 -0.36
F 0.0339 1.7930 0.1717 -0.619 0.718 -0.012 -0.33
F 0.0776 0.4610 1.9136 -0.817 -0.262 -2.272 -0.36
Cl 1.1904 -0.0727 -2.0655 0.447 0.485 0.343 -0.06
H -1.5635 -0.0791 -1.0200 0.232 0.464 -0.877 0.26
H -1.3496 -1.1146 0.3367 -0.076 -1.536 0.538 0.25
H -2.0142 0.4387 0.5972 -2.169 0.604 0.634 0.24
H 2.3956 0.0952 -0.0066 1.141 0.205 0.571 0.19
```
Positions in Å, forces in eV/Å.